1.
9 unconnected molecules or ions with the total composition C10H37BrF3O12P2S at a distorted geometry, computed with wB97M-V/def2-TZVPD.

Calculated values
HOMO level, eV: -11.16
Gap between HOMO and LUMO, eV: 6.01
DFT total energy, eV: -143139.0566
Charge: +1

XYZ file:
```
66
Properties=species:S:1:pos:R:3:lowdin_charge:R:1
O 1.210 -0.115 -0.413 -0.207
P 0.981 0.180 -1.807 0.352
O 0.969 -1.114 -2.713 -0.120
O 2.096 1.129 -2.388 -0.057
C -0.589 1.157 -1.895 -0.390
S -1.999 0.444 -2.765 0.950
P -2.085 -1.781 -2.428 0.386
O -2.211 -1.977 -0.850 -0.330
Br -4.063 -2.342 -3.145 0.505
C -3.429 1.263 -1.877 -0.824
F -3.218 1.231 -0.573 0.156
F -3.477 2.514 -2.307 0.162
F -4.551 0.645 -2.183 0.119
H 0.502 -1.049 -3.554 0.077
H 2.285 0.883 -3.301 0.105
H -0.862 1.388 -0.879 0.076
H -0.373 2.099 -2.379 0.080
H -1.343 -1.764 -0.470 0.069
C 3.923 -2.587 0.392 -0.136
O 2.920 -3.501 -0.082 -0.119
H 4.636 -3.140 0.998 0.072
H 4.450 -2.139 -0.457 0.088
H 3.468 -1.803 1.003 0.051
H 2.309 -2.987 -0.609 0.052
C 6.142 -4.451 3.705 -0.158
O 5.148 -5.356 3.239 -0.122
H 6.842 -5.015 4.316 0.078
H 6.685 -4.004 2.867 0.074
H 5.700 -3.658 4.315 0.073
H 4.533 -4.860 2.697 0.046
C -4.124 4.757 0.662 -0.157
O -3.806 3.836 1.708 -0.115
H -4.216 5.746 1.094 0.073
H -3.333 4.774 -0.094 0.074
H -5.075 4.486 0.191 0.073
H -3.730 2.965 1.319 0.040
C 1.228 -1.035 3.459 -0.129
O 2.018 -1.032 2.269 -0.155
H 1.768 -1.594 4.217 0.083
H 1.063 -0.017 3.821 0.079
H 0.263 -1.518 3.284 0.074
H 1.540 -0.541 1.594 0.021
C 6.080 0.630 1.242 -0.154
O 5.836 0.784 2.635 -0.116
H 7.136 0.810 1.063 0.081
H 5.832 -0.387 0.924 0.059
H 5.490 1.353 0.670 0.074
H 4.903 0.621 2.789 0.062
C 5.034 -6.072 -1.314 -0.154
O 5.212 -5.455 -0.049 -0.129
H 5.770 -6.867 -1.403 0.078
H 4.033 -6.503 -1.401 0.076
H 5.189 -5.354 -2.127 0.074
H 4.560 -4.753 0.025 0.005
C -8.264 0.452 -2.127 -0.139
O -7.322 -0.227 -2.964 -0.139
H -9.204 0.504 -2.666 0.083
H -8.419 -0.092 -1.194 0.081
H -7.926 1.468 -1.905 0.075
H -6.495 -0.272 -2.486 0.006
C -6.314 8.560 0.152 -0.143
O -5.626 7.401 -0.327 -0.141
H -5.604 9.381 0.170 0.079
H -7.143 8.822 -0.508 0.077
H -6.694 8.396 1.163 0.079
H -6.260 6.682 -0.342 0.061
```

2.
A molecular structure, C10H38F2HgNO13S2 at a distorted geometry, computed with wB97M-V/def2-TZVPD.

Calculated values
HOMO level, eV: -11.33
Gap between HOMO and LUMO, eV: 2.76
DFT total energy, eV: -70357.6768
Charge: +1
Relative energy (zero: lowest compared OMol25 entry of this formula, charge and spin), kJ/mol: 350.5

XYZ file:
```
67
Properties=species:S:1:pos:R:3:lowdin_charge:R:1
Hg -2.099 -1.240 -2.842 1.421
N -1.073 -0.545 -1.017 -0.402
S -0.321 -1.123 0.172 0.465
O -1.154 -1.554 1.288 -0.238
O 1.059 -0.652 0.426 -0.227
F -0.095 -2.588 -0.484 -0.205
S -0.903 1.054 -0.417 0.588
O 0.139 1.866 -1.010 -0.231
O -1.299 1.291 0.965 -0.197
F -2.227 1.665 -1.094 -0.202
C 1.271 -1.625 -3.298 -0.087
O 0.015 -2.268 -3.548 -0.170
H 2.037 -2.229 -2.810 0.106
H 1.707 -1.178 -4.191 0.108
H 1.161 -0.876 -2.514 0.064
H -0.040 -2.669 -4.418 0.107
C -0.597 4.435 -3.326 -0.121
O -0.389 3.887 -4.662 -0.136
H 0.180 4.039 -2.672 0.053
H -0.675 5.522 -3.298 0.081
H -1.597 4.121 -3.028 0.065
H 0.553 3.786 -4.811 0.063
C -3.384 -0.551 3.001 -0.150
O -4.545 -0.085 3.734 -0.123
H -2.500 0.058 3.190 0.073
H -3.211 -1.594 3.266 0.080
H -3.619 -0.509 1.937 0.044
H -5.047 0.497 3.159 0.022
C 1.682 -5.306 0.039 -0.174
O 2.952 -4.976 0.563 -0.105
H 1.602 -6.272 -0.458 0.079
H 0.941 -5.234 0.835 0.084
H 1.433 -4.570 -0.725 0.045
H 3.568 -5.098 -0.163 0.074
C 2.174 2.078 1.970 -0.164
O 3.196 3.045 2.031 -0.101
H 2.122 1.772 0.925 0.035
H 2.399 1.129 2.457 0.076
H 1.223 2.449 2.352 0.087
H 3.855 2.624 2.588 0.078
C -5.565 0.884 0.288 -0.128
O -5.325 1.562 1.541 -0.118
H -4.739 1.001 -0.413 0.038
H -5.715 -0.187 0.421 0.087
H -6.481 1.366 -0.056 0.088
H -5.493 2.491 1.366 0.093
O -4.150 0.034 -2.824 -0.056
H -5.039 -0.299 -2.700 0.085
H -4.270 0.951 -3.071 0.088
C 3.787 1.256 -1.526 -0.077
C 3.931 2.762 -1.846 -0.281
O 2.888 3.158 -2.724 -0.092
H 3.850 0.735 -2.482 0.065
H 2.815 1.060 -1.074 0.028
H 4.538 0.812 -0.872 0.080
H 4.933 2.942 -2.235 0.116
H 3.773 3.411 -0.985 0.108
H 2.043 2.996 -2.299 0.036
C 2.421 -1.923 4.046 -0.088
C 1.127 -2.586 4.483 -0.297
O 0.003 -1.737 4.251 -0.095
H 2.590 -1.980 2.971 0.062
H 3.202 -2.483 4.561 0.072
H 2.484 -0.874 4.335 0.070
H 1.198 -2.833 5.542 0.114
H 0.893 -3.459 3.873 0.107
H -0.189 -1.638 3.315 0.031
```

3.
A molecular structure, C10H38F4HgN2O17S4 at a distorted geometry, computed with wB97M-V/def2-TZVPD.

Calculated values
HOMO level, eV: -9.24
Gap between HOMO and LUMO, eV: 6.29
DFT total energy, eV: -107153.2778
Charge: 0
Relative energy (zero: lowest compared OMol25 entry of this formula, charge and spin), kJ/mol: 0.0

XYZ file:
```
76
Properties=species:S:1:pos:R:3:lowdin_charge:R:1
Hg 8.535 -4.119 -10.649 1.290
N 10.099 -3.994 -9.077 -0.375
S 11.418 -4.885 -8.807 0.453
O 11.394 -5.664 -7.624 -0.222
O 12.627 -4.301 -9.266 -0.244
F 11.170 -5.950 -9.963 -0.172
S 10.406 -2.892 -7.847 0.487
O 11.440 -1.959 -8.065 -0.217
O 10.287 -3.366 -6.518 -0.243
F 9.059 -2.076 -8.044 -0.180
N 9.713 -4.674 -12.387 -0.405
S 9.342 -5.876 -13.492 0.516
O 9.843 -7.124 -13.074 -0.208
O 9.224 -5.505 -14.842 -0.200
F 7.802 -5.920 -13.016 -0.224
S 11.150 -4.334 -12.970 0.447
O 11.158 -3.625 -14.200 -0.227
O 12.198 -5.248 -12.703 -0.210
F 11.502 -3.177 -11.899 -0.206
C 6.211 -2.364 -8.989 -0.089
O 6.817 -3.656 -9.172 -0.210
H 6.937 -1.625 -8.666 0.072
H 5.698 -2.104 -9.911 0.092
H 5.458 -2.413 -8.203 0.096
H 6.669 -4.182 -8.367 0.050
C 12.286 -0.419 -10.591 -0.142
O 11.071 0.029 -11.193 -0.124
H 12.256 -1.472 -10.315 0.041
H 13.186 -0.313 -11.202 0.076
H 12.392 0.208 -9.709 0.090
H 11.027 -0.112 -12.142 0.084
C 14.317 -6.310 -5.884 -0.172
O 15.541 -6.679 -6.500 -0.125
H 13.711 -5.564 -6.404 0.055
H 13.675 -7.189 -5.790 0.076
H 14.564 -5.863 -4.916 0.073
H 15.555 -6.199 -7.340 0.028
C 10.511 -4.723 -3.569 -0.152
O 9.909 -4.637 -2.279 -0.119
H 11.365 -4.050 -3.568 0.083
H 10.851 -5.729 -3.830 0.082
H 9.786 -4.425 -4.327 0.035
H 8.986 -4.889 -2.349 0.063
O 15.367 -5.762 -9.325 -0.043
H 14.444 -5.491 -9.333 0.008
H 15.854 -4.940 -9.480 0.013
O 8.753 -1.714 -11.218 -0.088
H 9.389 -1.154 -10.739 0.045
H 8.663 -1.303 -12.084 0.072
C 7.512 -6.747 -6.048 -0.060
C 7.605 -5.253 -6.276 -0.276
O 6.316 -4.705 -6.629 -0.096
H 7.336 -7.326 -6.951 0.081
H 6.702 -6.936 -5.333 0.079
H 8.373 -7.143 -5.507 0.083
H 8.260 -5.014 -7.112 0.085
H 7.960 -4.744 -5.381 0.100
H 5.717 -4.930 -5.911 0.099
C 15.166 -2.593 -11.582 -0.063
C 15.400 -2.364 -10.101 -0.324
O 16.497 -3.130 -9.625 -0.071
H 16.104 -2.255 -12.033 0.080
H 14.382 -1.974 -12.013 0.056
H 15.023 -3.650 -11.800 0.081
H 14.460 -2.449 -9.540 0.093
H 15.620 -1.304 -9.911 0.114
H 16.993 -2.597 -9.000 0.098
C 9.508 0.498 -5.114 -0.080
C 10.558 -0.441 -4.558 -0.332
O 11.136 0.077 -3.374 -0.068
H 8.819 0.024 -5.811 0.060
H 9.977 1.354 -5.603 0.074
H 8.948 0.968 -4.302 0.074
H 11.375 -0.589 -5.278 0.105
H 10.231 -1.485 -4.491 0.095
H 11.114 -0.555 -2.652 0.081
```

4.
9 unconnected molecules or ions with the total composition C10H38N2O9 at a distorted geometry, computed with wB97M-V/def2-TZVPD.

Calculated values
HOMO level (alpha / beta), eV: -12.26 / -12.26
2S+1: 2
Gap between HOMO and LUMO (alpha / beta), eV: 8.93 / 2.26
DFT total energy, eV: -32384.2107
Charge: +1

XYZ file:
```
59
Properties=species:S:1:pos:R:3:mulliken_spin:R:1
O -1.865 2.223 -1.762 0.002
H -1.184 1.754 -1.279 0.000
H -1.603 3.142 -1.714 0.000
O -1.455 -2.957 1.987 0.000
H -1.865 -2.361 2.614 0.000
H -1.063 -2.381 1.331 0.000
O -0.030 0.145 0.256 0.001
H 0.127 -0.309 -0.572 0.000
H 0.842 0.276 0.627 0.000
O -2.344 0.627 1.713 0.002
H -1.675 0.371 1.077 0.000
H -3.018 -0.047 1.637 0.000
O 0.613 -0.563 -2.284 0.000
H 0.402 -0.749 -3.199 0.000
H 1.563 -0.670 -2.231 0.000
C 1.929 -3.715 -1.959 0.000
O 2.791 -3.098 -2.525 0.001
N 1.709 -5.044 -2.062 0.000
N 1.053 -3.184 -1.132 0.002
H 1.113 -5.324 -1.296 0.000
H 2.262 -5.654 -2.647 0.000
H 0.154 -3.639 -1.063 0.001
H 0.926 -2.198 -0.958 -0.001
C -4.479 -2.570 -0.858 0.042
C -3.958 -1.443 -1.707 0.044
C -2.474 -1.348 -1.723 0.111
O -4.487 -1.409 -3.040 0.618
H -4.136 -2.471 0.172 -0.001
H -4.017 -3.525 -1.111 0.023
H -5.563 -2.615 -0.964 0.003
H -4.377 -0.563 -1.219 0.143
H -2.335 -0.551 -2.454 0.016
H -2.125 -2.207 -2.296 0.011
H -2.031 -1.132 -0.751 -0.005
H -4.049 -0.678 -3.482 -0.012
C 2.793 1.137 3.300 0.000
C 3.481 0.554 2.109 0.000
C 4.030 -0.813 2.439 0.000
O 2.626 0.480 0.988 0.000
H 2.255 2.080 3.199 0.000
H 3.538 1.374 4.060 0.000
H 2.060 0.444 3.711 0.000
H 4.260 1.242 1.780 0.000
H 4.753 -1.047 1.658 0.000
H 3.258 -1.580 2.380 0.000
H 4.567 -0.827 3.388 0.000
H 3.026 -0.050 0.296 0.000
C 1.547 4.342 0.901 0.000
C 0.170 3.802 0.263 0.000
C -1.040 4.551 0.823 0.000
O 0.296 4.121 -1.099 0.000
H 2.372 3.944 0.310 0.000
H 1.893 4.071 1.899 0.000
H 1.623 5.425 0.808 0.000
H 0.052 2.721 0.344 0.000
H -1.107 5.524 0.337 0.000
H -0.953 4.470 1.907 0.000
H -1.980 4.072 0.548 0.000
H 1.130 3.830 -1.474 0.000
```